(1)
ORCA calculation (wB97M-V/def2-TZVPD) on C14H24BeBrClCsFKN2O11P as an isolated structure at a distorted geometry.

Structure (XYZ):
```
58
Properties=species:S:1:pos:R:3:forces:R:3
H -0.214 -1.226 3.081 -0.423 -1.781 -0.995
H 6.928 -3.954 0.235 -0.091 0.246 -0.023
H -4.698 -0.516 0.869 1.388 1.994 -1.019
H -3.394 1.131 2.533 2.489 0.128 -0.998
C -4.969 5.453 0.938 4.272 5.011 1.997
H -1.811 1.912 -0.679 -0.207 -2.290 -0.109
C 7.034 -1.135 -1.094 -1.402 4.281 1.070
C 7.924 -3.110 -1.484 -1.514 0.192 0.437
C -1.662 0.750 -0.634 0.215 -0.021 0.607
Br 0.003 -4.409 2.446 1.941 -7.011 1.235
H -1.725 -3.085 -0.833 1.409 -0.638 2.011
H 1.637 0.069 -2.094 -1.974 1.196 0.156
H -2.100 0.307 -1.651 1.102 0.894 2.307
O -3.942 4.780 0.682 0.147 -0.204 0.487
O -2.346 3.024 -3.247 1.114 -0.036 0.096
H 8.880 -3.150 -0.951 -0.492 -0.133 0.472
H -0.125 -0.147 -2.727 1.290 1.540 1.542
P 0.912 1.820 0.482 -8.281 -0.836 -2.764
C -2.335 1.220 1.988 -1.125 -0.546 0.015
N -3.549 2.849 -2.995 -0.889 -0.034 -0.711
O -3.932 2.773 -1.816 -0.027 -0.188 0.872
H -4.112 -0.091 -0.871 -0.357 1.297 2.335
O 6.919 0.080 -1.080 0.374 -3.493 -0.184
O -2.715 -1.398 2.317 0.598 -0.607 -3.304
H -0.799 -3.098 2.876 -0.889 3.218 0.278
O -0.022 3.280 0.669 1.273 -2.180 -0.847
C -2.466 0.191 0.675 -2.605 2.927 -0.963
H 0.498 -1.708 -0.919 -0.755 1.490 1.998
H 5.857 -3.661 -1.155 0.289 -0.029 -0.176
C 0.554 0.539 -2.044 -0.073 -0.012 0.104
Be -6.429 3.381 2.419 0.390 1.467 -1.468
H -0.257 3.652 -0.231 0.028 -0.524 1.049
N -2.260 -1.242 1.034 0.563 1.903 3.687
H -4.516 1.380 0.386 1.017 -2.102 -0.558
C 6.730 -3.287 -0.609 -0.597 -1.002 0.969
H 1.235 -1.008 0.667 -2.141 -0.294 -1.177
H -5.534 4.007 0.333 -0.378 -0.636 -1.303
H -1.757 -3.951 0.909 1.244 1.257 -2.126
F 7.920 -4.009 -2.493 -0.371 -0.662 -0.397
C -0.907 -1.809 0.875 1.905 -3.351 0.866
H -2.254 2.334 1.637 0.117 -2.203 0.594
Cl 1.287 1.166 2.512 -2.716 -0.673 0.323
H -0.049 -3.771 -0.066 -2.432 0.796 0.323
H 0.860 -2.523 2.188 -2.316 1.988 0.330
C 0.224 -1.045 0.035 1.248 0.359 -0.639
O -5.109 6.604 1.409 -0.098 -1.754 -0.586
O 6.476 -1.969 -0.166 0.735 0.753 -0.916
C -0.261 -2.159 2.377 1.651 3.708 -1.694
C -0.063 0.462 -0.490 -1.496 -1.016 -1.437
H 0.506 1.640 -2.475 0.172 -2.280 0.803
C -4.086 0.301 0.254 0.510 -1.590 -0.577
O -4.370 2.750 -3.922 0.125 -0.024 0.085
O -6.065 4.771 0.637 -4.086 -3.915 0.862
K 10.089 -3.229 -2.713 2.477 0.303 -1.590
H -1.523 0.880 2.757 -1.415 0.814 -1.525
O 7.742 -1.824 -2.033 0.566 -0.493 0.336
C -1.108 -3.312 0.163 -0.995 1.639 -0.825
Cs 3.248 2.324 1.087 9.494 3.156 0.665
```
Forces are in eV/Å.

For the lowest unoccupied orbital energy (spin up / spin down), the calculation gives -4.70 / -4.70 eV. For the total energy, the calculation gives -5594.26612 hartree. The total charge is +1. As for the spin multiplicity: 2. Its expectation value of S² is 1.76. The calculation puts the gap between HOMO and LUMO (spin up / spin down) at 0.116 / 0.116 hartree.

(2)
ORCA calculation (wB97M-V/def2-TZVPD) on C25H58N2O2Si3Sr as an isolated structure at a distorted geometry.

Structure (XYZ):
```
91
Properties=species:S:1:pos:R:3:forces:R:3
H -1.731 2.322 6.691 -0.124 -0.162 -0.031
H -4.611 -0.446 -1.648 -0.093 -0.063 0.145
C 0.628 -1.545 5.159 0.066 -0.319 -0.091
C 1.948 0.581 -4.395 -0.514 0.357 0.358
H 1.154 -3.449 6.012 -0.051 0.117 -0.211
H -2.212 0.204 -2.929 0.076 -0.070 0.005
H 3.401 -0.524 2.203 0.049 0.185 -0.121
H -1.168 3.611 -4.616 0.031 -0.085 0.022
C 1.739 0.064 -0.661 -0.169 0.457 0.753
H -4.732 -0.735 2.706 0.117 0.239 -0.108
H -5.876 -0.201 -0.420 0.038 -0.088 -0.245
H -3.539 1.854 -0.997 0.120 0.158 0.129
C -0.628 -3.390 -2.357 -0.076 -0.282 -0.022
H -1.510 0.565 6.551 0.034 0.179 -0.148
C 0.809 -3.437 1.329 0.146 -0.317 -0.002
H 3.131 2.640 -1.400 0.102 0.026 0.093
N 0.488 -1.505 2.730 0.302 -0.601 0.718
C 1.035 -3.536 3.855 0.034 -0.427 -0.378
C 3.877 0.347 1.730 0.163 -0.125 0.170
H 0.267 0.130 -3.055 -0.368 -0.472 -0.098
N 0.053 0.434 3.796 -0.240 1.268 0.412
H 1.536 -2.923 0.681 -0.229 -0.100 0.162
H 5.675 -0.428 -0.815 -0.132 -0.106 -0.135
H -2.886 -0.740 -5.064 0.180 -0.053 0.057
Si 3.432 0.540 -0.100 -1.006 -0.636 -0.661
H -2.536 -1.512 -2.682 -0.031 0.236 -0.133
H 0.198 -2.239 -4.005 0.078 -0.086 0.296
H 4.357 -1.621 -0.923 0.012 0.228 -0.030
H 1.286 2.900 6.529 0.171 -0.124 -0.037
H -1.887 -1.718 -0.169 -0.114 0.211 -0.121
H -2.561 1.418 5.402 0.239 0.013 0.119
C 0.388 -0.848 3.941 -0.048 0.090 -0.684
C 0.957 -2.892 5.095 -0.108 0.575 0.071
H 1.063 0.256 -6.354 0.175 0.116 0.193
H -0.310 2.539 -5.728 -0.142 -0.028 0.270
O 0.596 0.819 -3.803 0.247 0.733 -0.210
H 1.679 1.170 6.413 -0.115 0.168 -0.142
C 0.779 -2.810 2.694 -0.043 0.524 0.412
Si -3.614 -0.017 0.605 1.127 -2.007 0.365
H 2.817 0.453 -6.327 -0.027 0.054 0.046
C 0.120 -2.204 -2.906 -0.253 0.676 0.207
H 1.008 2.849 -3.605 -0.255 -0.094 0.190
H 4.500 -0.347 -2.155 0.020 -0.076 0.154
C -0.816 2.585 -4.757 -0.276 0.075 -0.207
H 1.792 1.874 -6.132 -0.005 -0.208 0.055
O -0.565 -0.943 -2.548 0.140 -0.202 -1.048
H -0.398 2.240 -2.646 0.256 -0.032 -0.188
Si -0.162 1.791 4.851 0.319 -1.870 -0.808
H -1.979 1.860 -0.181 -0.377 -0.069 0.036
H -0.183 -3.381 0.858 0.253 0.081 0.175
C -3.061 1.689 -0.020 -0.170 0.580 -0.244
C -1.880 -0.803 -3.198 0.391 -0.292 0.931
H -0.606 4.158 4.327 -0.013 -0.130 -0.320
H -1.149 -0.408 -5.217 -0.186 -0.237 0.142
H 2.200 -0.452 -4.134 -0.125 0.318 0.103
C -4.897 -0.664 -0.608 -0.582 0.310 -0.161
H -3.729 0.705 3.012 -0.151 -0.149 -0.182
C -1.893 -1.024 -4.692 -0.101 -0.031 -0.297
H 2.249 2.289 5.161 -0.203 -0.059 0.140
H 4.783 2.549 -0.745 -0.236 0.021 0.055
H 1.240 0.574 -1.486 0.306 0.269 0.080
H 3.618 1.236 2.325 -0.066 -0.237 -0.176
C 3.723 2.357 -0.519 0.213 0.198 -0.110
H 2.626 1.280 -3.892 -0.038 -0.341 0.014
C 1.407 2.060 5.831 0.099 0.464 0.261
H -1.699 1.933 -4.780 0.245 0.136 0.009
H 1.123 -2.111 -2.475 -0.246 0.089 0.003
H 0.539 -0.986 6.096 0.076 -0.396 -0.304
H -2.164 -1.898 1.572 -0.239 0.398 -0.167
H -0.784 -3.315 -1.275 0.050 0.102 -0.294
H -3.431 2.472 0.659 0.172 -0.044 -0.238
H -5.006 -1.751 -0.503 0.077 0.278 0.046
C 0.104 2.229 -3.620 0.599 -0.726 -0.171
C -4.413 0.231 2.289 -0.217 0.181 0.070
H 3.436 3.018 0.313 0.034 -0.172 -0.224
H 1.100 -4.491 1.420 -0.059 0.173 -0.158
C 4.616 -0.565 -1.084 0.622 0.172 0.165
H 4.969 0.211 1.826 -0.322 0.045 -0.033
H -1.748 -2.080 -4.944 0.020 0.245 -0.033
H 1.392 -0.976 -0.618 0.177 0.081 0.124
C -0.500 3.251 3.709 -0.018 0.323 0.199
H -1.435 3.131 3.137 0.192 0.002 0.168
H -5.304 0.869 2.194 0.149 -0.076 0.131
H 1.286 -4.595 3.757 -0.084 0.340 0.212
Sr -0.277 0.476 1.311 0.641 -0.420 0.029
H 0.330 3.423 3.005 -0.169 -0.048 0.198
C -1.626 1.494 5.977 -0.208 0.363 0.282
H -1.595 -3.512 -2.854 0.062 -0.028 0.136
H -0.049 -4.294 -2.559 -0.006 0.020 0.027
C -2.189 -1.177 0.736 -0.411 0.220 0.119
C 1.885 0.811 -5.883 0.024 -0.007 -0.287
```
Forces are in eV/Å.

For the lowest unoccupied orbital energy, the calculation gives -0.09 eV. For the total energy, the calculation gives -2146.51865 hartree. The calculation puts the gap between HOMO and LUMO at 0.213 hartree.

(3)
ORCA calculation (wB97M-V/def2-TZVPD) on a 5-piece molecular cluster, C3H17NO4 overall at a distorted geometry.

Structure (XYZ):
```
25
Properties=species:S:1:pos:R:3:forces:R:3
H -1.134 -1.080 1.087 -0.941 -0.578 1.247
H 0.633 -1.243 -3.151 0.580 -0.833 -0.413
C 1.880 0.459 0.384 -0.138 1.537 -0.357
H -0.282 3.168 0.281 0.261 -0.434 0.105
H 2.576 -0.271 -0.020 -0.190 -0.473 -0.087
H 2.365 1.441 0.237 0.269 -0.243 0.032
O 0.072 3.433 1.136 -0.087 0.633 0.214
H -0.427 0.455 -2.067 0.635 -0.353 -0.020
O -2.662 -0.985 -1.356 -0.314 0.283 -0.735
H -0.166 0.081 0.183 0.149 0.031 0.246
H 2.026 -1.443 -1.874 -0.534 -0.445 -0.551
H 1.775 0.350 1.446 -0.190 -0.363 0.490
H -0.480 0.859 3.216 -0.605 -0.490 0.929
O -1.830 -1.771 1.169 0.118 -0.426 -1.581
H -2.216 -1.885 2.049 0.540 0.625 0.478
H 0.256 -1.865 -1.517 0.396 -0.835 -0.244
C 0.591 0.202 -1.703 -0.307 -0.631 0.096
H -0.303 -0.831 3.179 -0.677 0.180 1.171
N 0.575 0.599 -0.264 0.874 -0.666 -1.845
C 0.963 -1.298 -2.122 -1.437 2.264 1.898
H 0.919 2.987 1.240 -0.208 -0.257 -0.232
H -3.514 -0.539 -1.413 0.078 0.100 -0.060
H -2.771 -1.559 -0.595 0.390 -0.232 0.764
O -0.177 0.047 2.805 1.316 0.328 -2.086
H 1.331 0.691 -2.333 0.021 1.282 0.540
```
Forces are in eV/Å.

For the lowest unoccupied orbital energy (spin up / spin down), the calculation gives 3.52 / 3.41 eV. For the total energy, the calculation gives -480.13393 hartree. The total charge is -1. The energy above the lowest of the compared OMol25 structures with the same formula, charge and spin comes out at 19.2 kcal/mol. As for the spin multiplicity: 2. Its expectation value of S² is 0.75. The calculation puts the gap between HOMO and LUMO (spin up / spin down) at 0.107 / 0.334 hartree.

(4)
ORCA calculation (wB97M-V/def2-TZVPD) on a 4-piece molecular cluster, H8O4 overall.

Structure (XYZ):
```
12
Properties=species:S:1:pos:R:3:forces:R:3
O 20.915 -21.223 19.972 0.006 -0.141 -0.125
H 17.459 -17.303 18.161 -0.039 -0.049 -0.053
H 21.391 -21.568 19.207 0.044 -0.040 0.084
O 20.558 -18.861 18.409 -0.172 0.210 -0.096
H 21.605 -20.853 20.532 -0.039 0.068 -0.044
H 19.775 -18.322 18.224 0.027 -0.233 -0.098
O 23.371 -18.783 18.049 -0.100 -0.060 -0.015
O 17.826 -18.046 17.668 0.075 0.156 0.036
H 22.397 -18.768 18.027 0.100 0.030 0.084
H 20.222 -19.700 18.752 0.123 0.081 0.210
H 17.790 -17.780 16.743 -0.014 -0.024 0.044
H 23.604 -18.183 18.762 -0.011 0.002 -0.025
```
Forces are in eV/Å.

For the lowest unoccupied orbital energy, the calculation gives 0.54 eV. For the total energy, the calculation gives -305.75784 hartree. The energy above the lowest of the compared OMol25 structures with the same formula, charge and spin comes out at 13.4 kcal/mol. The calculation puts the gap between HOMO and LUMO at 0.413 hartree.